No. 1
The following is a DFT calculation (wB97M-V/def2-TZVPD) of a molecular structure, C22H52F8N7O20S8V.

Structure (XYZ):
```
118
Properties=species:S:1:pos:R:3:lowdin_charge:R:1
O 0.143 -0.506 -0.332 -0.2834
V 1.714 -0.214 -0.627 0.7858
O 2.083 -0.551 -2.166 -0.1514
C -0.752 -1.165 7.006 -0.0380
C -0.903 -2.561 6.283 -0.1333
N -1.542 -2.583 4.898 -0.2406
C -2.940 -2.061 4.936 -0.0096
C -0.551 -1.850 3.927 -0.0932
C -1.247 -1.631 2.557 -0.0627
C -1.594 -4.122 4.403 -0.0190
C -2.608 -5.079 5.043 -0.1925
O -2.115 -5.566 6.280 -0.2208
C -3.092 -5.692 7.316 -0.0748
H -1.674 -0.714 7.370 0.0753
H -0.281 -0.363 6.438 0.0684
H -0.018 -1.286 7.803 0.0848
H -1.468 -3.262 6.897 0.1094
H 0.048 -3.047 6.067 0.1289
H -2.882 -0.973 4.958 0.1056
H -3.633 -2.399 5.707 0.1125
H -3.326 -2.168 3.923 0.0952
H 0.287 -2.543 3.847 0.1135
H -0.172 -0.906 4.319 0.1261
H -1.572 -2.496 1.980 0.0845
H -0.590 -1.112 1.860 0.0523
H -2.090 -0.947 2.659 0.0626
H -0.580 -4.445 4.637 0.1356
H -1.738 -4.102 3.322 0.1245
H -2.549 -5.988 4.443 0.1374
H -3.659 -4.797 5.108 0.1248
H -2.480 -6.329 7.955 0.1002
H -4.000 -6.245 7.075 0.0951
H -3.201 -4.671 7.682 0.0827
C 7.984 -1.157 -4.279 0.0262
C 7.161 -0.233 -3.358 -0.2814
O 7.210 -0.291 -2.108 0.1154
N 6.335 0.890 -4.018 0.0834
H 7.021 1.485 -4.460 0.1699
H 5.802 0.496 -4.781 0.0493
C 5.281 1.652 -3.151 0.0326
H 9.001 -1.316 -3.922 0.0958
H 8.094 -0.661 -5.243 0.0715
H 7.440 -2.082 -4.471 0.0944
H 5.800 2.270 -2.418 0.0883
H 4.673 0.827 -2.781 0.0843
H 4.656 2.153 -3.890 0.1048
C -3.502 -1.789 -1.552 -0.1090
C -4.036 -1.070 -0.394 -0.2943
C -4.248 0.392 -0.632 -0.1704
C -2.907 1.125 -0.397 -0.0720
N -3.141 2.650 -0.661 -0.1377
C -3.223 3.012 -2.143 -0.0949
C -2.571 4.347 -2.211 -0.1655
C -1.753 4.727 -0.998 -0.1296
C -1.823 3.401 -0.284 -0.1174
C -4.347 3.324 0.103 -0.0665
C -4.331 2.980 1.599 -0.2299
C -5.254 3.928 2.368 -0.1013
H -2.525 -1.402 -1.841 0.0711
H -4.206 -1.837 -2.382 0.0931
H -3.369 -2.858 -1.389 0.0824
H -3.590 -1.370 0.555 0.0987
H -5.036 -1.491 -0.294 0.1092
H -5.078 0.727 -0.011 0.1053
H -4.374 0.516 -1.708 0.1255
H -2.251 0.734 -1.174 0.1006
H -2.406 1.004 0.564 0.1262
H -4.233 2.922 -2.542 0.1401
H -2.614 2.343 -2.753 0.0925
H -3.339 5.121 -2.211 0.1136
H -1.998 4.621 -3.097 0.1193
H -2.107 5.552 -0.380 0.1180
H -0.723 4.896 -1.313 0.1252
H -1.659 3.466 0.792 0.1085
H -0.937 2.856 -0.609 0.1172
H -5.277 3.021 -0.379 0.1335
H -4.148 4.393 0.028 0.1248
H -3.342 3.031 2.055 0.1053
H -4.637 1.964 1.851 0.0995
H -5.089 4.967 2.082 0.0734
H -5.076 3.941 3.443 0.0749
H -6.331 3.823 2.237 0.0774
N -1.310 2.070 -4.744 -0.2559
S -0.420 1.021 -3.997 0.4985
O -0.087 1.316 -2.620 -0.3276
O 0.411 0.123 -4.815 -0.2508
F -1.771 0.100 -3.814 -0.2436
S -0.033 2.991 -5.187 0.4845
O 0.708 2.556 -6.338 -0.2498
O 0.626 3.748 -4.163 -0.2857
F -0.941 4.125 -5.850 -0.2101
N 2.116 1.735 -0.113 -0.3398
S 1.929 2.379 1.257 0.4962
O 0.770 3.264 1.431 -0.2707
O 3.194 2.623 1.974 -0.2402
F 1.370 0.985 1.871 -0.2172
S 2.913 3.160 -0.795 0.6196
O 4.369 3.140 -0.762 -0.2572
O 2.323 4.469 -0.803 -0.2158
F 2.629 2.712 -2.284 -0.1682
N 5.057 -0.436 -6.015 -0.3100
S 3.630 -0.880 -6.119 0.4736
O 3.286 -2.269 -5.758 -0.2788
O 2.712 -0.234 -7.045 -0.2545
F 3.350 -0.090 -4.686 -0.2544
S 5.571 -1.414 -7.304 0.5993
O 4.807 -1.495 -8.564 -0.2595
O 6.275 -2.584 -6.831 -0.2781
F 6.696 -0.361 -7.728 -0.2083
N 2.808 -1.752 0.282 -0.3362
S 3.858 -1.744 1.423 0.4234
O 5.141 -2.308 1.199 -0.2070
O 3.364 -1.547 2.724 -0.2289
F 4.304 -0.228 0.982 -0.2235
S 2.380 -3.371 0.638 0.6437
O 1.523 -3.584 1.792 -0.2899
O 3.286 -4.469 0.194 -0.2388
F 1.163 -3.378 -0.445 -0.2055
```

Computed properties:
Highest occupied orbital energy (spin up / spin down)   -8.470 / -8.987 eV
LUMO energy (spin up / spin down)   -0.0402 / -0.1315 Ha
2S+1   3
Gap between HOMO and LUMO (spin up / spin down)   7.38 / 5.41 eV
<S²>   2.043
Electronic energy   -7685.46427 hartree

***

No. 2
The following is a DFT calculation (wB97M-V/def2-TZVPD) of 11 unconnected molecules or ions with the total composition C22H52N8O20S3.

Structure (XYZ):
```
105
Properties=species:S:1:pos:R:3:lowdin_charge:R:1
O -5.595 -7.618 2.478 0.0196
C -4.760 -7.233 1.684 -0.6395
N -5.118 -6.613 0.584 0.1604
C -3.290 -7.634 1.920 0.0023
H -6.119 -6.531 0.472 0.1216
H -4.431 -6.468 -0.143 0.1065
H -3.396 -8.681 2.203 0.0839
H -2.863 -6.992 2.691 0.0824
H -2.794 -7.541 0.954 0.0630
O 3.600 4.449 -2.697 0.0183
C 3.729 5.658 -2.607 -0.6771
N 4.687 6.140 -1.910 0.1654
C 2.967 6.547 -3.542 -0.0008
H 5.014 7.094 -1.961 0.1139
H 5.197 5.652 -1.188 0.1257
H 3.494 6.488 -4.495 0.0926
H 3.028 7.542 -3.101 0.0737
H 1.973 6.106 -3.609 0.0885
O -2.907 3.891 1.222 0.0541
C -2.831 4.997 0.828 -0.6922
N -3.833 5.786 1.034 0.1608
C -1.515 5.601 0.333 0.0074
H -4.748 5.474 1.327 0.1228
H -3.823 6.649 0.509 0.1059
H -0.787 5.292 1.083 0.0860
H -1.527 6.684 0.209 0.0727
H -1.228 5.041 -0.557 0.0827
O -0.644 0.283 6.408 0.0216
C -1.163 1.187 7.031 -0.6603
N -2.324 1.606 6.501 0.1483
C -0.736 1.606 8.342 -0.0045
H -2.550 1.282 5.572 0.1112
H -2.521 2.579 6.688 0.0989
H -1.422 2.336 8.771 0.0830
H 0.281 1.988 8.431 0.0974
H -0.900 0.622 8.783 0.1055
O 1.776 -2.219 0.664 0.0186
C 0.880 -1.626 0.083 -0.5977
N -0.113 -2.403 -0.467 0.1389
C 0.746 -0.143 0.143 -0.0096
H -0.164 -3.396 -0.292 0.1050
H -0.865 -1.943 -0.959 0.0919
H 1.789 0.172 0.120 0.0836
H 0.249 0.118 1.077 0.0935
H 0.328 0.389 -0.711 0.0766
O 5.065 -3.263 6.543 -0.0395
C 3.897 -2.875 6.821 -0.5963
N 3.074 -2.615 5.828 0.1698
C 3.533 -2.617 8.272 -0.0050
H 2.241 -2.115 6.102 0.1082
H 3.389 -2.734 4.876 0.1236
H 4.410 -2.082 8.636 0.0813
H 3.521 -3.546 8.842 0.0864
H 2.659 -1.974 8.382 0.0718
O -7.836 -0.448 1.530 0.0456
C -6.789 0.074 1.238 -0.6227
N -5.725 0.072 2.043 0.1538
C -6.610 0.893 -0.042 -0.0125
H -4.895 0.585 1.779 0.0978
H -5.754 -0.178 3.022 0.1136
H -6.811 0.327 -0.951 0.0770
H -5.621 1.287 -0.277 0.0642
H -7.302 1.729 0.057 0.0830
O 0.444 1.771 -8.059 0.0191
C -0.430 1.258 -7.370 -0.6482
N -1.609 0.952 -7.839 0.1591
C -0.112 1.000 -5.901 -0.0032
H -1.609 1.062 -8.843 0.1201
H -2.389 0.669 -7.263 0.1132
H -0.960 1.397 -5.342 0.0715
H 0.726 1.684 -5.767 0.0826
H 0.110 -0.060 -5.783 0.0861
C 7.186 0.236 -3.739 -0.2223
C 6.646 -0.723 -2.704 -0.2122
O 5.893 -1.675 -3.429 -0.1940
S 6.424 -1.724 -5.102 0.7694
O 5.283 -1.448 -5.966 -0.2495
O 7.150 -2.960 -5.303 -0.2407
O 7.331 -0.345 -5.015 -0.1756
H 8.089 0.700 -3.341 0.1333
H 6.451 1.041 -3.746 0.1286
H 6.051 -0.165 -1.980 0.1377
H 7.508 -1.231 -2.273 0.1250
C 6.520 1.438 5.004 -0.1344
C 6.218 0.942 3.621 -0.2386
O 5.144 1.624 3.116 -0.1963
S 4.665 2.936 4.055 0.7684
O 3.168 3.056 4.099 -0.2587
O 5.444 4.104 3.610 -0.2738
O 5.463 2.393 5.343 -0.2056
H 7.525 1.832 4.856 0.1281
H 6.547 0.660 5.767 0.1351
H 5.955 -0.111 3.721 0.1389
H 7.045 1.210 2.965 0.1348
C -6.112 -3.658 -7.763 -0.1838
C -7.460 -3.338 -6.994 -0.1293
O -7.296 -3.955 -5.689 -0.2289
S -5.943 -4.971 -5.549 0.7525
O -6.285 -6.327 -5.213 -0.2309
O -4.842 -4.373 -4.788 -0.2617
O -5.608 -4.854 -7.199 -0.2161
H -5.308 -2.940 -7.598 0.1192
H -6.299 -3.658 -8.837 0.1281
H -8.256 -3.910 -7.471 0.1231
H -7.681 -2.275 -6.902 0.1274
```

Computed properties:
Highest occupied orbital energy   -9.295 eV
LUMO energy   -0.0024 Ha
SMILES string   O=S1(=O)OCCO1.O=S1(=O)OCCO1.O=S1(=O)OCCO1.CC(N)=O.CC(N)=O.CC(N)=O.CC(N)=O.CC(N)=O.CC(N)=O.CC(N)=O.CC(N)=O
2S+1   1
Gap between HOMO and LUMO   9.23 eV
Electronic energy   -4006.78937 hartree

***

No. 3
The following is a DFT calculation (wB97M-V/def2-TZVPD) of 5 unconnected molecules or ions with the total composition C22H53ClNO9P2S5.

Structure (XYZ):
```
93
Properties=species:S:1:pos:R:3:lowdin_charge:R:1
C -4.496 -0.623 -1.223 -0.0635
C -3.960 -1.959 -1.759 -0.2531
O -3.471 -1.880 -3.088 -0.1314
C -2.330 -1.067 -3.169 -0.2595
C -1.409 -1.466 -4.319 -0.1518
C 0.047 -1.214 -3.924 -0.1918
C 0.325 0.283 -3.716 -0.2098
C 1.487 0.547 -2.741 -0.1488
C 1.455 1.684 -1.626 -0.4842
P 2.897 2.771 -2.042 0.3960
S 4.641 2.059 -1.656 0.2663
C 1.474 0.946 -0.239 -0.2946
O 2.337 -0.114 -0.156 -0.1193
C 3.038 -0.221 1.112 -0.2156
C 3.975 -1.399 1.041 -0.0536
C 0.015 0.518 -0.146 -0.1402
C -0.504 -0.604 0.646 0.0759
N -0.700 1.305 -0.871 0.1263
C 0.104 2.432 -1.414 -0.7217
Cl -0.627 3.144 -2.851 0.7979
P -0.027 3.732 0.017 0.4418
O -0.941 3.175 1.010 -0.2255
O 1.444 4.061 0.516 -0.1326
O -0.356 5.103 -0.683 -0.1226
H -5.533 -0.710 -0.898 0.0414
H -4.459 0.143 -2.002 0.0757
H -3.937 -0.269 -0.349 0.0657
H -4.738 -2.720 -1.772 0.1225
H -3.144 -2.335 -1.121 0.1020
H -2.623 -0.009 -3.259 0.1134
H -1.767 -1.167 -2.224 0.0996
H -1.669 -0.885 -5.209 0.1229
H -1.571 -2.515 -4.565 0.1237
H 0.725 -1.646 -4.664 0.1206
H 0.252 -1.735 -2.981 0.1115
H 0.540 0.755 -4.678 0.1217
H -0.597 0.737 -3.365 0.0261
H 2.401 0.713 -3.318 0.0908
H 1.703 -0.371 -2.200 0.1093
H 2.590 4.013 -1.490 -0.0189
H 2.540 2.984 -3.386 0.0053
H 1.639 1.673 0.569 0.1505
H 2.295 -0.332 1.915 0.1234
H 3.596 0.709 1.259 0.0777
H 4.943 -1.102 0.638 0.0730
H 3.561 -2.187 0.410 0.0828
H 4.142 -1.825 2.029 0.0868
H -0.982 -0.207 1.550 0.1308
H -1.259 -1.158 0.090 0.0882
H 0.310 -1.267 0.932 0.1032
H -1.712 1.247 -0.964 0.1765
H 1.548 3.894 1.468 0.1094
H -1.291 5.222 -0.925 0.1056
C 6.368 -4.360 -1.489 -0.2708
S 6.951 -4.422 0.209 0.8111
O 5.806 -4.008 1.064 -0.5569
C 8.038 -2.996 0.095 -0.2676
H 5.630 -5.151 -1.604 0.0491
H 5.911 -3.387 -1.671 0.0529
H 7.202 -4.534 -2.168 0.0543
H 7.455 -2.126 -0.205 0.0510
H 8.835 -3.201 -0.620 0.0549
H 8.463 -2.838 1.084 0.0514
C -9.107 1.006 1.683 -0.2639
S -7.725 0.931 0.542 0.8106
O -7.028 -0.361 0.788 -0.5801
C -6.724 2.182 1.357 -0.2626
H -9.823 0.249 1.371 0.0529
H -8.747 0.791 2.688 0.0594
H -9.567 1.993 1.631 0.0574
H -6.593 1.907 2.403 0.0598
H -7.206 3.155 1.264 0.0555
H -5.759 2.197 0.855 0.0418
C 4.465 3.332 3.439 -0.2632
S 5.273 3.198 1.834 0.7624
O 5.530 1.747 1.634 -0.5724
C 6.828 3.929 2.345 -0.2544
H 3.483 2.867 3.357 0.0369
H 5.053 2.792 4.181 0.0634
H 4.360 4.382 3.714 0.0564
H 7.241 3.340 3.163 0.0634
H 6.662 4.964 2.646 0.0585
H 7.493 3.898 1.485 0.0559
C -4.895 -3.693 2.011 -0.2554
S -5.007 -2.221 3.037 0.7901
O -3.604 -1.786 3.292 -0.5767
C -5.563 -3.068 4.521 -0.2649
H -4.500 -3.381 1.046 0.0293
H -4.219 -4.406 2.482 0.0601
H -5.889 -4.119 1.879 0.0602
H -4.825 -3.818 4.806 0.0585
H -6.534 -3.524 4.334 0.0565
H -5.652 -2.318 5.304 0.0496
```

Computed properties:
Highest occupied orbital energy   -10.415 eV
LUMO energy   -0.1254 Ha
2S+1   1
Gap between HOMO and LUMO   7.00 eV
Charge   +1
Electronic energy   -4735.50557 hartree